Density functional theory data (wB97M-V/def2-TZVPD) for a structure of composition C9H14N2O6PS3 at a distorted geometry.

Structure (XYZ):
```
35
Properties=species:S:1:pos:R:3:lowdin_charge:R:1
C 3.233 0.467 0.097 0.0048
C 3.159 1.306 -1.169 -0.5821
O 4.133 1.487 -1.771 0.1486
O 1.987 1.788 -1.620 -0.0017
C 1.290 2.598 -0.642 -0.1665
C -0.111 2.001 -0.432 -0.2256
S -1.446 3.198 -0.690 0.4406
O -0.855 4.482 -0.431 -0.3448
O -1.895 3.133 -2.041 -0.3364
N -2.602 2.983 0.433 -0.3350
S -3.669 1.788 0.155 0.2782
O -4.784 2.145 -0.653 -0.3492
O -4.126 1.329 1.444 -0.4122
P -2.843 -0.025 -0.727 0.2566
S -2.906 -0.090 -2.675 0.0863
H 3.798 1.010 0.851 0.0862
H 2.240 0.246 0.484 0.0618
H 3.776 -0.437 -0.146 0.0810
H 1.277 3.614 -1.021 0.1216
H 1.794 2.576 0.322 0.1206
H -0.202 1.623 0.583 0.0925
H -0.252 1.210 -1.164 0.0704
H -3.681 -1.074 -0.283 -0.0385
H -1.553 -0.323 -0.241 -0.0702
N 1.256 -2.365 0.139 0.0633
C 1.761 -2.946 1.225 -0.1592
C 1.052 -3.822 2.032 -0.0779
C -0.260 -4.109 1.692 -0.0830
C -0.805 -3.515 0.567 -0.0685
C -0.006 -2.656 -0.173 -0.1607
H 2.791 -2.688 1.455 0.1002
H 1.515 -4.266 2.903 0.0978
H -0.850 -4.788 2.296 0.1036
H -1.825 -3.712 0.267 0.1036
H -0.388 -2.169 -1.065 0.0938
```

Charge: -1
E_HOMO, eV: -5.6571



Density functional theory data (wB97M-V/def2-TZVPD) for a cluster of 2 separate species, C9H14N2P in total at a distorted geometry.

Structure (XYZ):
```
26
Properties=species:S:1:pos:R:3:lowdin_charge:R:1
C 1.380 -2.075 -2.043 -0.0749
C 1.170 -0.584 0.036 -0.0180
C 1.145 -0.875 -1.312 -0.3619
C -0.250 -1.257 -3.421 -0.4297
C -0.512 0.895 -0.672 -0.2878
C -1.021 -1.136 -4.599 -0.0615
C 1.220 1.432 2.330 -0.0338
C -0.744 -0.062 2.706 -0.0402
C -0.060 0.871 1.751 -0.4043
N 0.638 -2.133 -3.145 0.0578
N 0.293 0.325 0.393 -0.0962
P 0.209 0.262 -2.289 1.1643
H 1.777 -2.984 -1.654 0.1200
H 1.965 -0.987 0.688 0.1769
H -1.474 0.529 -0.747 0.0528
H -0.520 2.350 -0.733 0.2477
H -1.524 -2.009 -4.476 0.0684
H -0.674 -0.972 -5.591 0.0993
H -1.719 -0.290 -4.273 0.1104
H 1.932 1.901 1.755 0.0560
H 0.949 2.114 3.114 0.0890
H 1.771 0.570 2.843 0.1173
H -1.034 0.480 3.693 0.1408
H 0.077 -0.786 2.851 0.0905
H -1.684 -0.347 2.283 0.0760
H -0.902 1.562 1.473 0.1414
```

Charge: +1
E_HOMO (spin up / spin down), eV: -12.5533 / -12.5540



Density functional theory data (wB97M-V/def2-TZVPD) for a structure of composition C9H14N2PRe at a distorted geometry.

Structure (XYZ):
```
27
Properties=species:S:1:pos:R:3:lowdin_charge:R:1
C 1.693 1.376 -2.086 -0.2284
C 2.751 1.014 -1.171 -0.2916
C 2.452 1.647 0.096 -0.2384
C 1.226 2.357 -0.055 -0.2307
C 0.702 2.144 -1.386 -0.2033
Re 1.022 0.282 -0.438 1.1406
P 0.982 -1.964 -0.963 0.6316
H 1.745 1.033 -3.118 0.1270
H 3.599 0.422 -1.439 0.1119
H 3.010 1.374 0.938 0.0989
H -0.321 2.428 -1.613 0.1224
H 0.659 2.928 0.685 0.1207
H 0.561 -2.952 0.030 -0.0374
H 2.100 -2.424 -1.750 -0.0679
H -0.056 -1.815 -1.993 -0.0553
C -2.059 -2.095 -0.033 -0.0398
C -1.669 -0.958 0.836 -0.3583
N -0.605 -0.147 0.882 -0.1416
C -0.744 0.741 1.939 -0.1170
C -2.025 0.622 2.417 -0.0241
N -2.542 -0.510 1.769 0.1061
H -2.085 -3.004 0.567 0.1018
H -3.025 -1.884 -0.486 0.0999
H -1.374 -2.288 -0.859 -0.0213
H 0.065 1.358 2.278 0.1028
H -2.600 1.242 3.064 0.1148
H -3.466 -0.927 1.891 0.1767
```

Charge: +1
E_HOMO (spin up / spin down), eV: -9.7215 / -11.3673
2S+1: 4



Density functional theory data (wB97M-V/def2-TZVPD) for a structure of composition C9H14N2PSn at a distorted geometry.

Structure (XYZ):
```
27
Properties=species:S:1:pos:R:3:lowdin_charge:R:1
C -0.056 1.075 -2.591 -0.2725
C -0.325 0.317 -3.687 -0.2213
C -0.655 -1.042 -3.738 -0.0966
C -0.746 -1.881 -2.624 -0.2123
C -0.610 -1.536 -1.308 -0.2686
Sn -0.518 0.403 -0.635 0.9912
P -0.260 2.795 0.169 0.7330
H 0.248 2.111 -2.662 -0.0056
H -0.213 0.839 -4.645 0.1109
H -0.780 -1.492 -4.721 0.1130
H -0.594 -2.290 -0.532 0.0258
H -0.933 -2.946 -2.811 0.1102
H -1.382 3.260 0.888 -0.0725
H -0.125 3.717 -0.895 -0.0604
H 0.837 3.075 1.008 -0.0771
C -1.137 0.364 2.816 -0.0008
C 0.105 -0.293 2.356 -0.3867
N 0.578 -0.352 1.120 -0.0938
C 1.778 -1.075 1.087 -0.0747
C 2.037 -1.424 2.370 -0.0288
N 0.980 -0.919 3.146 0.1317
H -1.751 -0.386 3.312 0.1042
H -0.865 1.147 3.522 0.1007
H -1.693 0.792 1.985 0.0331
H 2.319 -1.270 0.174 0.1244
H 2.866 -1.970 2.753 0.1183
H 0.899 -1.022 4.145 0.1749
```

Charge: +1
E_HOMO (spin up / spin down), eV: -10.3096 / -10.4173



Density functional theory data (wB97M-V/def2-TZVPD) for a structure of composition C9H14N2PW at a distorted geometry.

Structure (XYZ):
```
27
Properties=species:S:1:pos:R:3:lowdin_charge:R:1
C 1.189 -0.162 -1.127 -0.2603
C 0.222 0.100 -2.160 -0.2930
C -0.690 -1.015 -2.210 -0.2449
C -0.279 -1.965 -1.205 -0.2175
C 0.904 -1.440 -0.565 -0.1789
W -0.815 -0.052 -0.295 1.0525
P -0.361 2.240 0.127 0.6173
H 2.060 0.445 -0.907 0.1195
H 0.237 0.939 -2.848 0.1141
H -1.514 -1.140 -2.902 0.1144
H 1.520 -1.976 0.151 0.1290
H -0.701 -2.957 -1.054 0.1193
H -1.230 2.963 1.018 -0.0851
H -0.428 3.108 -1.008 -0.0794
H 0.923 2.642 0.628 -0.0746
C -0.153 -0.164 5.144 0.0059
N -0.447 -0.668 3.807 -0.1117
C -0.990 -1.922 3.499 -0.0155
C -1.134 -1.977 2.148 -0.0785
N -0.690 -0.757 1.630 -0.1763
C -0.258 -0.001 2.664 -0.1338
H -1.057 -0.184 5.771 0.1077
H 0.627 -0.771 5.626 0.1067
H 0.200 0.871 5.055 0.0997
H -1.220 -2.653 4.256 0.1324
H -1.535 -2.747 1.510 0.1148
H 0.144 1.009 2.614 0.1161
```

Charge: +1
E_HOMO (spin up / spin down), eV: -10.3384 / -10.3532
2S+1: 3



Density functional theory data (wB97M-V/def2-TZVPD) for a structure of composition C9H14N3 at a distorted geometry.

Structure (XYZ):
```
26
Properties=species:S:1:pos:R:3:lowdin_charge:R:1
C 0.043 -0.239 -2.680 0.0010
C 0.668 0.562 -1.798 0.0392
C 0.168 1.472 1.756 -0.3364
C -1.086 -0.996 -2.073 -0.2699
C 1.830 -0.304 2.087 -0.1059
C 1.350 -0.603 0.753 0.0718
C 0.082 0.435 -0.418 -0.3008
C -0.341 2.648 2.538 -0.0411
C -0.905 -2.534 -2.163 0.0020
N -0.244 1.372 0.527 0.1039
N 1.152 0.801 2.539 0.0217
N -1.106 -0.455 -0.641 0.1240
H 0.293 -0.402 -3.641 0.0908
H 1.526 1.243 -1.956 0.1422
H -2.231 -0.873 -2.438 0.1998
H 2.601 -0.825 2.734 0.1425
H 1.615 -1.571 0.394 0.0265
H -0.959 3.263 1.780 0.1082
H 0.471 3.384 2.898 0.1086
H -0.824 2.213 3.512 0.1217
H -0.326 -2.752 -2.935 0.0360
H -1.780 -3.043 -2.260 0.0501
H -0.408 -2.859 -1.155 0.1333
H 1.653 1.270 3.283 0.1467
H -2.007 0.091 -0.614 0.1978
H -1.234 -1.297 -0.028 0.1863
```

Charge: +1
E_HOMO, eV: -11.8817



Density functional theory data (wB97M-V/def2-TZVPD) for the ion C9H14N3O with charge +1 at a distorted geometry.

Structure (XYZ):
```
27
Properties=species:S:1:pos:R:3:lowdin_charge:R:1
C 1.818 0.223 -2.373 0.0204
C 1.590 1.130 -1.512 0.0000
C 1.001 -1.051 -2.344 -0.3201
C 0.989 -1.924 -3.358 0.1564
C 1.738 3.273 -0.467 -0.1173
C -1.168 1.022 1.158 -0.0194
C -1.723 -1.471 0.581 -0.0549
C 0.300 -0.806 1.957 -0.0162
C -0.673 -0.418 0.811 -0.5672
N 0.165 -1.243 -1.273 0.1086
N 1.879 2.045 -0.695 0.1550
N 0.218 -0.393 -0.384 0.1042
O 1.118 4.120 -1.345 0.1144
H 2.393 0.396 -3.274 0.1460
H 0.231 -2.683 -3.410 0.0817
H 1.744 -1.798 -4.216 0.1220
H 1.996 3.809 0.465 0.1644
H -1.549 1.038 2.172 0.0873
H -0.268 1.626 1.050 0.0477
H -1.952 1.461 0.387 0.1302
H -2.254 -1.385 -0.342 0.0761
H -2.483 -1.486 1.269 0.0593
H -1.392 -2.553 0.514 0.1175
H -0.471 -1.102 2.627 0.0757
H 0.977 -1.643 1.475 0.1364
H 0.851 0.022 2.373 0.0758
H 0.777 4.951 -1.042 0.1161
```

Charge: +1
E_HOMO (spin up / spin down), eV: -12.9625 / -12.9624
SMILES: C=C(C=C=[N+]=CO)/N=N/C(C)(C)C



Density functional theory data (wB97M-V/def2-TZVPD) for an isolated molecule of C9H14N4O4 at a distorted geometry.

Structure (XYZ):
```
31
Properties=species:S:1:pos:R:3:lowdin_charge:R:1
C 1.097 0.573 2.957 -0.3042
C 0.747 0.523 1.483 -0.4437
C -0.146 1.037 3.749 -0.2222
C -0.708 -0.613 -0.212 -0.1920
C -1.923 -1.557 -0.112 -0.5025
C 0.318 -0.993 -1.318 -0.0647
C -0.022 -0.551 -2.706 -0.2719
C 0.776 -0.254 -3.752 -0.0413
C -1.363 -0.179 -4.343 -0.1305
H 2.897 1.143 3.876 0.0997
H 2.807 1.493 2.328 0.0723
H 1.408 -0.434 3.342 0.1544
H -1.084 0.601 3.393 0.1205
H 0.026 0.780 4.843 0.1310
H 0.583 2.808 3.452 0.0868
H -0.400 -1.149 1.815 0.1293
H -1.075 0.432 -0.417 0.1765
H 0.473 -2.125 -1.192 0.1598
H 1.219 -0.574 -1.007 0.0819
H 1.836 -0.302 -3.848 0.1206
H -2.240 0.000 -4.972 0.1318
H 0.148 0.226 -5.763 0.1461
H -2.281 -1.237 -1.892 0.0658
N 2.229 1.476 3.155 0.0418
N -0.029 -0.536 1.094 0.1003
N -1.343 -0.427 -3.060 0.0814
N -0.065 0.014 -4.805 0.0644
O 1.187 1.256 0.615 0.0692
O -0.317 2.405 3.441 -0.0753
O -2.099 -2.057 0.999 0.0657
O -2.656 -1.780 -1.145 0.1488
```

E_HOMO, eV: -9.3481
SMILES: N[C@@H](CO)C(=O)N[C@@H](Cc1c[nH]cn1)C(=O)O



Density functional theory data (wB97M-V/def2-TZVPD) for a structure of composition C9H14N4O6Pd at a distorted geometry.

Structure (XYZ):
```
34
Properties=species:S:1:pos:R:3:lowdin_charge:R:1
Pd -1.749 0.087 0.101 1.0310
N -2.741 -0.286 2.336 0.0138
C -4.084 -0.849 2.143 -0.1208
C -4.392 -1.136 0.701 -0.4332
O -5.230 -1.903 0.333 0.1739
N -3.631 -0.397 -0.266 -0.0591
C -3.754 -0.742 -1.584 -0.0438
C -2.383 -1.901 -1.814 -0.4964
O -2.571 -2.643 -2.707 0.2421
O -1.482 -1.651 -0.956 -0.0881
H -2.777 0.642 2.735 0.0908
H -2.162 -0.867 2.927 0.1000
H -4.220 -1.780 2.686 0.1437
H -4.849 -0.158 2.495 0.1475
H -4.662 -1.266 -1.858 0.1347
H -3.421 0.007 -2.297 0.1299
N 0.354 0.310 0.227 0.1902
C 1.481 0.226 0.060 -0.0935
N 2.813 0.113 -0.116 -0.0249
C 3.719 0.275 0.986 -0.0123
C 4.699 1.474 0.622 -0.0714
O 5.241 1.201 -0.621 0.0095
C 4.351 1.174 -1.681 -0.0697
C 3.365 -0.050 -1.432 -0.0107
H 4.324 -0.624 1.110 0.1636
H 3.180 0.509 1.900 0.1555
H 5.501 1.490 1.354 0.1607
H 4.133 2.408 0.632 0.1556
H 4.904 0.981 -2.596 0.1613
H 3.765 2.092 -1.754 0.1554
H 3.953 -0.966 -1.481 0.1638
H 2.582 -0.049 -2.185 0.1570
O -2.118 1.957 0.584 -0.1770
O -2.139 2.323 -0.582 0.0208
```

Charge: +2
E_HOMO (spin up / spin down), eV: -14.9827 / -15.8149
2S+1: 5



Table of electronic energy (eV), in record order: -66619.659, -21817.813, -23948.682, -27650.300, -23645.314, -14018.995, -16066.106, -23711.276, -31260.177